--- a ---
{
  "formula": "C3H4N2",
  "method": "ωB97M-V/def2-TZVPD",
  "elements": ["C", "C", "N", "N", "C", "H", "H", "H", "H"],
  "coordinates": [[0.619, 1.009, -0.041], [1.089, -0.637, -0.066], [0.057, -1.370, 0.087], [-1.086, -0.719, 0.264], [-0.720, 0.963, 0.028], [1.439, 1.756, -0.063], [2.060, -1.195, -0.002], [-1.788, -1.308, -0.239], [-1.672, 1.502, 0.033]],
  "multiplicity": 1,
  "orbital_gap_ha": 0.3784,
  "lumo_ev": 1.19,
  "smiles": "c1cn[nH]c1",
  "e_homo_ev": -9.11
}

***

--- b ---
{
  "formula": "C3H4N2",
  "method": "ωB97M-V/def2-TZVPD",
  "elements": ["C", "C", "C", "N", "N", "H", "H", "H", "H"],
  "coordinates": [[1.337, 0.829, 1.685], [-0.196, 0.247, -0.142], [-0.988, -0.200, -1.313], [1.079, -0.404, 1.494], [0.268, -0.732, 0.500], [2.046, 1.121, 2.587], [-0.316, -0.353, -2.219], [-1.780, 0.559, -1.588], [-1.450, -1.066, -1.003]],
  "multiplicity": 1,
  "orbital_gap_ha": [0.2957, 0.3150],
  "lumo_ev": [-1.08, -0.82],
  "e_homo_ev": [-9.13, -9.39]
}

***

--- c ---
{
  "formula": "C3H4N2",
  "method": "ωB97M-V/def2-TZVPD",
  "elements": ["C", "C", "C", "N", "N", "H", "H", "H", "H"],
  "coordinates": [[1.992, -0.268, 0.285], [-0.751, 0.732, -0.179], [-0.408, -0.389, 0.703], [3.014, 0.077, -0.111], [-0.945, -0.706, -0.477], [-1.786, 1.216, -0.137], [0.078, 1.403, -0.730], [-0.477, -0.689, 1.734], [-0.717, -1.376, -1.087]],
  "multiplicity": 1,
  "orbital_gap_ha": [0.3355, 0.3355],
  "lumo_ev": [-0.85, -0.85],
  "e_homo_ev": [-9.98, -9.98]
}

***

Most stable = a

***

--- a ---
{
  "formula": "C2HO3S",
  "method": "ωB97M-V/def2-TZVPD",
  "elements": ["C", "C", "O", "O", "O", "S", "H"],
  "coordinates": [[0.141, 1.716, -1.160], [0.038, 2.749, -1.784], [-0.299, -0.249, 1.746], [1.290, -1.888, 0.886], [-1.081, -2.072, 0.198], [-0.015, -1.196, 0.686], [-0.074, 0.940, -0.573]],
  "multiplicity": 1,
  "orbital_gap_ha": [0.3014, 0.1463],
  "lumo_ev": [1.96, 0.03],
  "e_homo_ev": [-6.25, -3.95],
  "charge": -1
}

***

--- b ---
{
  "formula": "C2HO3S",
  "method": "ωB97M-V/def2-TZVPD",
  "elements": ["C", "C", "O", "O", "O", "S", "H"],
  "coordinates": [[-0.187, -0.433, -0.188], [0.174, 1.285, 1.074], [1.067, 2.023, 0.741], [-0.719, 1.107, 1.855], [0.179, -2.170, -2.061], [0.690, -0.937, -1.398], [-1.204, -0.874, -0.024]],
  "multiplicity": 1,
  "orbital_gap_ha": 0.3060,
  "lumo_ev": 3.91,
  "e_homo_ev": -4.42,
  "charge": -1
}

***

Most stable = b

***

--- a ---
{
  "formula": "C7H16N2O",
  "method": "ωB97M-V/def2-TZVPD",
  "elements": ["H", "N", "C", "C", "C", "C", "C", "C", "O", "C", "N", "H", "H", "H", "H", "H", "H", "H", "H", "H", "H", "H", "H", "H", "H", "H"],
  "coordinates": [[-1.423, 0.518, 2.955], [-0.927, 0.915, 2.155], [-1.482, 0.740, 1.038], [-2.788, 0.027, 0.827], [-0.837, 1.335, -0.182], [-0.307, 0.316, -1.201], [1.121, -0.207, -0.923], [1.474, -1.212, -2.029], [2.033, 0.865, -0.990], [1.242, -0.902, 0.463], [1.740, 0.046, 1.447], [-3.160, -0.405, 1.763], [-2.684, -0.762, 0.085], [-3.528, 0.739, 0.443], [-1.592, 1.953, -0.685], [-0.015, 1.985, 0.121], [-0.263, 0.810, -2.173], [-0.986, -0.532, -1.288], [2.486, -1.577, -1.884], [1.423, -0.729, -2.996], [0.787, -2.052, -2.010], [2.356, 0.994, -0.080], [0.272, -1.350, 0.729], [1.973, -1.710, 0.382], [0.975, 0.638, 1.779], [2.112, -0.444, 2.252]],
  "multiplicity": 1,
  "orbital_gap_ha": 0.3760,
  "lumo_ev": 0.83,
  "smiles": "[H]/N=C(\\C)CC[C@@](C)(O)CN",
  "e_homo_ev": -9.40
}

***

--- b ---
{
  "formula": "C7H16N2O",
  "method": "ωB97M-V/def2-TZVPD",
  "elements": ["C", "C", "C", "C", "C", "C", "C", "N", "N", "O", "H", "H", "H", "H", "H", "H", "H", "H", "H", "H", "H", "H", "H", "H", "H", "H"],
  "coordinates": [[1.090, 0.469, -1.148], [0.260, -0.541, -1.918], [0.777, 0.190, 0.286], [-0.735, 0.170, 0.520], [1.419, 1.359, 1.127], [1.445, -1.077, 0.717], [-1.347, -0.409, 1.827], [-0.959, -0.909, -1.211], [-2.073, -0.373, -1.930], [-1.566, 1.249, 0.101], [2.127, 0.279, -1.420], [0.722, 1.434, -1.571], [0.108, -0.049, -2.955], [0.867, -1.459, -2.212], [2.393, 1.009, 1.549], [0.637, 1.673, 1.830], [1.600, 2.113, 0.394], [2.559, -1.204, 0.422], [1.099, -1.878, -0.015], [1.286, -1.328, 1.755], [-0.651, -0.357, 2.695], [-1.626, -1.534, 1.836], [-2.224, 0.107, 2.136], [-2.780, -0.704, -1.268], [-2.006, 0.651, -2.001], [-2.424, 1.117, 0.454]],
  "multiplicity": 1,
  "orbital_gap_ha": 0.2954,
  "lumo_ev": 0.69,
  "e_homo_ev": -7.35
}

***

Most stable = a

***

--- a ---
{
  "formula": "CH3F2OP",
  "method": "ωB97M-V/def2-TZVPD",
  "elements": ["C", "O", "P", "F", "F", "H", "H", "H"],
  "coordinates": [[-1.135, -0.011, 0.205], [0.184, -0.517, 0.292], [1.481, 0.238, 0.477], [1.297, 0.979, -1.404], [2.428, -0.982, 0.240], [-0.964, 0.994, -0.160], [-1.803, -0.209, 1.019], [-1.489, -0.492, -0.668]],
  "multiplicity": 1,
  "orbital_gap_ha": 0.4178,
  "lumo_ev": 0.45,
  "smiles": "COP(F)F",
  "e_homo_ev": -10.92
}

***

--- b ---
{
  "formula": "CH3F2OP",
  "method": "ωB97M-V/def2-TZVPD",
  "elements": ["C", "O", "F", "F", "P", "H", "H", "H"],
  "coordinates": [[0.393, 0.845, 0.805], [-0.678, -0.896, -1.595], [-0.768, 1.408, 0.557], [0.414, 0.584, 2.077], [0.417, -1.269, -0.442], [1.211, 1.454, 0.434], [-0.306, -0.416, -2.407], [-0.683, -1.710, 0.570]],
  "multiplicity": 1,
  "orbital_gap_ha": 0.3317,
  "lumo_ev": 0.48,
  "e_homo_ev": -8.54
}

***

Most stable = a

***

--- a ---
{
  "formula": "CH5OS",
  "method": "ωB97M-V/def2-TZVPD",
  "elements": ["S", "H", "C", "O", "H", "H", "H", "H"],
  "coordinates": [[0.378, 2.178, 0.954], [1.721, 2.329, 1.342], [-0.166, -1.089, -0.283], [-1.009, -0.123, -1.067], [0.270, -1.550, -1.184], [0.543, -0.588, 0.418], [-0.950, -1.765, 0.229], [-0.786, 0.608, -0.410]],
  "multiplicity": 1,
  "orbital_gap_ha": 0.2665,
  "lumo_ev": 4.36,
  "e_homo_ev": -2.89,
  "charge": -1
}

***

--- b ---
{
  "formula": "CH5OS",
  "method": "ωB97M-V/def2-TZVPD",
  "elements": ["S", "H", "C", "O", "H", "H", "H", "H"],
  "coordinates": [[1.859, -0.287, -1.556], [1.682, 0.933, -2.088], [-0.605, -0.060, 0.981], [-1.113, -0.159, -0.335], [-0.968, -0.900, 1.563], [-0.971, 0.879, 1.414], [0.482, -0.041, 0.969], [-0.367, -0.365, -0.947]],
  "multiplicity": 1,
  "orbital_gap_ha": 0.2658,
  "lumo_ev": 4.36,
  "e_homo_ev": -2.87,
  "charge": -1
}

***

Most stable = b